Record 1
C35H39BEuN13O5 | wB97M-V/def2-TZVPD

The geometry in ORCA input format:
```
! RIJCOSX wB97M-V def2-TZVPD def2/J DEFGRID3
* xyz -1 8
Eu -0.005 -0.065 0.457
N 1.355 1.875 1.895
C 0.323 2.538 2.729
C -0.603 1.504 3.360
O -0.819 1.577 4.596
N -1.078 0.625 2.484
C -1.704 -0.546 3.094
C -0.687 -1.697 3.068
O -0.665 -2.580 3.935
O 0.166 -1.608 2.098
H 2.016 1.430 2.518
H 1.881 2.579 1.394
H -0.258 3.195 2.084
H 0.751 3.129 3.539
H -2.594 -0.855 2.530
H -1.990 -0.362 4.126
C -3.365 1.935 -3.862
C -2.873 2.081 -2.455
C -3.386 2.847 -1.437
C -2.547 2.598 -0.338
N -1.600 1.716 -0.654
N -1.809 1.416 -1.966
B -0.815 0.587 -2.806
N 0.646 1.071 -2.569
N 1.293 0.985 -1.381
C 2.513 1.470 -1.584
C 2.655 1.900 -2.917
C 1.447 1.624 -3.512
C 1.026 1.893 -4.927
C 3.548 1.516 -0.526
C 3.588 0.573 0.501
C 4.557 0.635 1.490
C 5.514 1.644 1.466
C 5.491 2.587 0.446
C 4.515 2.523 -0.541
N -1.026 -0.927 -2.535
N -1.214 -1.458 -1.296
C -1.593 -2.716 -1.493
C -1.626 -3.018 -2.866
C -1.256 -1.853 -3.492
C -1.096 -1.593 -4.959
C -1.921 -3.688 -0.421
C -3.084 -4.450 -0.547
C -3.390 -5.437 0.380
C -2.536 -5.676 1.451
C -1.382 -4.914 1.590
C -1.071 -3.936 0.654
C -2.672 3.317 0.955
C -3.244 2.731 2.080
C -3.367 3.451 3.261
C -2.937 4.771 3.322
C -2.394 5.374 2.194
C -2.264 4.647 1.016
H -4.314 2.462 -3.964
H -3.523 0.887 -4.124
H -2.660 2.352 -4.585
H -4.243 3.507 -1.473
H -1.060 0.778 -3.966
H 3.531 2.328 -3.390
H 1.851 2.374 -5.455
H 0.157 2.555 -4.970
H 0.763 0.976 -5.461
H 2.848 -0.213 0.525
H 4.544 -0.101 2.289
H 6.271 1.700 2.242
H 6.230 3.382 0.424
H 4.488 3.272 -1.325
H -1.877 -3.964 -3.327
H -1.232 -2.529 -5.502
H -0.100 -1.205 -5.189
H -1.826 -0.869 -5.329
H -3.759 -4.253 -1.375
H -4.306 -6.010 0.275
H -2.772 -6.448 2.177
H -0.725 -5.064 2.439
H -0.185 -3.333 0.786
H -3.558 1.697 2.035
H -3.776 2.971 4.143
H -3.012 5.325 4.254
H -2.049 6.402 2.236
H -1.831 5.107 0.134
N 2.831 -1.906 3.476
N 3.277 -3.112 2.862
C 3.136 -3.379 1.574
N 3.628 -4.554 1.118
N 2.518 -2.453 0.838
N 2.300 -2.647 -0.471
O 2.783 -3.598 -1.127
O 1.599 -1.790 -1.004
H 2.408 -2.214 4.344
H 2.002 -1.649 2.916
H 3.776 -3.753 3.444
H 3.940 -5.270 1.744
H 3.514 -4.722 0.133
*
```

## Properties
⟨S²⟩   15.76
Energy relative to the best compared isomer or geometry (same formula, charge and spin)   32.24 kcal/mol
Maximum force   0.0343 Eh/bohr
Gap between HOMO and LUMO (spin up / spin down)   4.884 / 6.780 eV
Highest occupied orbital energy (spin up / spin down)   -0.0940 / -0.1637 hartree
Lowest unoccupied orbital energy (spin up / spin down)   2.326 / 2.325 eV

Record 2
C28H44Br2Cl9F11N3O5S | wB97M-V/def2-TZVPD

The geometry in ORCA input format:
```
! RIJCOSX wB97M-V def2-TZVPD def2/J DEFGRID3
* xyz 1 1
N 1.722 -3.633 0.160
C 1.081 -2.523 0.549
N 1.711 -1.616 1.387
C 1.153 -0.233 1.435
C 1.783 0.495 2.629
C 3.262 0.142 2.894
C 4.181 0.358 1.663
C 5.003 -0.889 1.284
S 5.056 -1.407 -0.442
O 6.252 -0.918 -1.056
O 4.788 -2.817 -0.500
Cl 3.456 -0.521 -1.381
C -0.412 -0.222 1.351
C -0.868 1.253 1.209
C -2.025 1.733 2.069
O -3.231 1.308 1.458
C -4.349 1.295 2.310
C -5.364 0.363 1.667
F -4.797 -0.849 1.405
F -5.744 0.885 0.470
C -6.655 0.140 2.522
F -7.756 0.491 1.852
F -6.578 0.953 3.616
C -6.783 -1.298 3.082
F -5.648 -1.595 3.773
F -7.798 -1.279 3.969
C -7.027 -2.420 2.029
F -8.095 -3.162 2.384
F -7.248 -1.885 0.802
C -0.929 -0.963 2.582
O -2.272 -1.366 2.393
O -2.648 -2.167 3.514
C -0.685 -0.981 0.032
C -2.127 -0.975 -0.496
C -2.343 -0.077 -1.733
C -3.268 -0.674 -2.769
F -3.638 0.286 -3.658
Br -4.911 -1.267 -1.881
C -2.667 -1.887 -3.606
F -2.863 -1.633 -4.905
F -3.258 -3.057 -3.336
Br -0.748 -2.157 -3.383
N -0.194 -2.372 0.110
H 2.162 -4.252 0.824
H 1.804 -3.868 -0.816
H 1.739 -2.023 2.321
H 1.481 0.275 0.530
H 1.761 1.565 2.422
H 1.227 0.327 3.553
H 3.345 -0.872 3.291
H 3.592 0.800 3.699
H 4.900 1.135 1.920
H 3.591 0.715 0.827
H 6.058 -0.720 1.501
H 4.703 -1.789 1.816
H -1.209 1.409 0.182
H -0.035 1.943 1.345
H -2.009 2.831 2.076
H -1.963 1.422 3.117
H -4.097 0.893 3.295
H -4.802 2.286 2.381
H -6.143 -3.060 1.984
H -0.345 -1.868 2.788
H -0.850 -0.351 3.487
H -2.766 -1.531 4.238
H -0.064 -0.474 -0.711
H -2.849 -0.692 0.261
H -2.371 -2.003 -0.774
H -1.401 0.226 -2.191
H -2.829 0.848 -1.410
H -0.803 -2.972 0.669
Cl -4.086 -3.933 0.277
C -5.154 -4.865 -0.812
C -5.119 -6.339 -0.504
Cl -3.539 -7.061 -0.901
H -4.839 -4.661 -1.831
H -6.163 -4.479 -0.674
H -5.869 -6.851 -1.105
H -5.319 -6.532 0.546
Cl 7.368 -0.817 -5.687
C 6.545 0.270 -4.543
C 5.068 0.370 -4.828
Cl 4.718 1.229 -6.350
H 7.025 1.244 -4.599
H 6.694 -0.138 -3.545
H 4.583 0.935 -4.032
H 4.610 -0.614 -4.887
Cl 1.707 5.118 -3.260
C 2.963 4.776 -4.483
C 3.949 3.748 -4.001
Cl 4.965 4.341 -2.660
H 3.454 5.713 -4.729
H 2.452 4.405 -5.370
H 4.619 3.470 -4.813
H 3.441 2.853 -3.649
Cl 6.768 5.133 -0.109
C 5.900 6.682 0.051
C 5.999 7.246 1.443
Cl 5.100 6.261 2.630
H 4.865 6.512 -0.238
H 6.351 7.373 -0.659
H 5.564 8.244 1.464
H 7.031 7.306 1.776
*
```

## Properties
Maximum force   0.0330 Eh/bohr
Gap between HOMO and LUMO   7.870 eV
Highest occupied orbital energy   -0.4505 hartree
Lowest unoccupied orbital energy   -4.388 eV